C28H73N5O12V as an isolated structure in a non-equilibrium geometry. Source: the Open Molecules 2025 dataset; level of theory: ωB97M-V/def2-TZVPD.

```
! wB97M-V def2-TZVPD RIJCOSX def2/J DEFGRID3
* xyz -1 1
V -0.299 1.541 0.622
O 2.731 0.997 -8.041
O -0.378 -2.425 -1.864
O -2.102 2.742 0.074
O 0.803 3.578 1.016
O 4.469 -1.752 2.816
O -2.710 -2.316 -6.358
O 3.372 3.715 6.948
O 0.563 0.971 -0.601
O -1.251 2.265 5.372
O -2.337 -2.807 3.031
O 0.175 0.850 1.928
O -0.181 1.483 -4.486
N -2.787 -1.161 5.310
N -1.802 -0.471 0.157
N 3.012 4.118 3.331
N 1.117 -0.498 -6.034
N -2.143 -3.662 -3.981
C 3.821 4.178 5.680
C -0.328 0.104 -4.243
C 2.797 3.703 4.724
C -0.176 4.403 0.338
C 2.206 -1.122 3.178
C -3.924 -1.335 0.687
C -1.752 4.098 0.287
C -3.578 -3.419 -5.974
C 2.830 -0.454 -7.797
C -2.201 1.243 5.086
C -3.539 -3.617 -4.473
C -0.821 -3.808 -1.886
C 3.000 1.386 -9.416
C -1.177 3.371 4.502
C -1.778 -2.349 1.807
C 0.328 2.223 -3.345
C -2.951 -1.707 -7.595
C 3.209 -2.270 3.059
C -1.820 -4.022 3.511
C -2.223 -3.789 -2.519
C 2.504 -0.829 -6.380
C 2.601 2.154 4.659
C -2.535 -1.110 1.242
C -1.807 -0.126 5.738
C -0.377 -0.578 5.331
C 4.194 4.190 7.993
C 1.030 -2.231 -1.444
C 1.001 -0.599 -4.556
H 2.124 1.185 -10.032
H -2.195 1.136 4.001
H -2.767 -2.944 -2.098
H -1.718 -1.147 -0.589
H -2.400 0.210 -0.289
H -1.786 -4.881 2.841
H 3.858 0.878 -9.856
H 1.214 -1.159 -1.378
H -2.645 -1.907 5.976
H 4.776 3.804 5.309
H -3.998 -2.752 -3.994
H -0.436 2.242 -2.567
H -0.533 -0.163 -3.206
H -2.686 -0.405 2.060
H -4.604 -3.210 -6.276
H 0.900 0.455 -6.288
H -0.398 4.000 4.934
H -3.206 1.524 5.400
H 3.777 3.852 8.942
H -4.567 -1.735 1.471
H 2.312 3.698 2.736
H 2.840 5.098 3.161
H -1.141 -0.202 -4.902
H -2.319 4.776 -0.352
H -0.009 -1.497 5.785
H -0.937 3.076 3.481
H 3.559 1.636 4.652
H -4.089 -4.512 -4.181
H 3.920 5.263 5.629
H 1.184 -1.493 3.096
H -4.407 -0.384 0.464
H 1.698 -2.737 -2.141
H 3.119 -2.761 4.028
H 3.259 -0.393 -5.725
H 4.821 -1.494 3.671
H -1.795 -3.199 1.125
H -1.767 -0.003 6.820
H -2.413 -4.315 4.377
H 0.098 4.296 -0.712
H -0.748 -2.012 1.920
H 4.124 5.272 8.102
H -2.821 -4.640 -2.192
H 1.706 0.091 -4.094
H 2.208 -0.446 4.032
H -2.176 4.457 1.225
H 2.170 -1.023 -8.452
H 1.947 4.285 5.080
H 5.196 3.789 7.839
H -3.315 -4.319 -6.531
H -3.999 -1.442 -7.734
H 1.309 1.909 -2.987
H 0.257 0.285 5.537
H -0.227 -4.506 -2.476
H 2.661 -1.901 -6.258
H 3.161 2.438 -9.653
H 2.112 1.830 3.740
H -1.605 -2.874 -4.313
H 3.820 -0.870 -7.985
H -2.130 3.899 4.535
H -2.636 -1.650 4.439
H 2.437 -0.447 2.354
H 2.901 -3.075 2.391
H -0.786 -3.806 3.777
H -0.016 5.435 0.651
H 0.448 3.267 -3.633
H 2.155 1.739 5.563
H 1.066 -1.623 -4.186
H -0.830 -4.291 -0.909
H -2.645 -2.269 -8.478
H -3.800 -1.955 -0.201
H -0.354 -0.827 4.270
H 1.314 -2.601 -0.459
H -2.340 -0.813 -7.711
*
```

Orbital gap = 0.25899 Ha
E_HOMO = -4.81 eV
Relative energy (zero: lowest compared OMol25 entry of this formula, charge and spin) = 1.5900 eV
LUMO level = 2.2 eV